Formula: C16H22B3F2KNO6
Source: OMol25
Level of theory: ωB97M-V with the def2-TZVPD basis set

Properties
LUMO energy in hartree: -0.1365
Calculated total energy in Eh: -2003.34579
HOMO-LUMO gap in eV: 7.5
F_max in eV/A: 6.15
HOMO energy in eV: -11.2

ORCA input file:
```
! wB97M-V def2-TZVPD RIJCOSX def2/J DEFGRID3
* xyz 1 1
C -4.1569 5.7495 2.9500
O -4.3002 4.5017 2.2803
C -3.0369 3.9561 1.9399
C -3.1567 2.4216 1.9860
C -3.4482 1.7590 0.6187
C -2.2112 1.2726 -0.1604
C -1.2988 0.3016 0.6148
C -1.6731 -1.2505 0.4117
B -0.2937 -1.9558 0.0414
O 0.0779 -1.9863 -1.2864
B 1.0810 -2.9485 -1.4427
C 2.1840 -2.8323 -2.5535
C 2.6295 -1.4061 -2.8425
C 2.9522 -0.5322 -1.8371
C 3.3950 0.7484 -2.0801
C 3.4985 1.1587 -3.3913
C 3.1510 0.3002 -4.3990
C 2.7236 -0.9834 -4.1580
O 1.0758 -4.0443 -0.5573
B 1.2906 -3.5245 0.6916
N 2.3301 -3.9549 1.6392
C 3.1829 -4.9876 1.1034
O 3.7600 -4.9833 0.0628
F 3.3139 -6.0158 1.9394
C 3.0863 -2.7767 1.9871
O 2.9963 -2.1780 3.0092
F 3.9558 -2.3832 1.0418
O 0.4755 -2.4595 1.0890
H -5.1396 6.2231 2.9506
H -3.8117 5.6419 3.9884
H -3.4251 6.3558 2.3983
H -2.6363 4.3433 0.9926
H -2.3509 4.2415 2.7548
H -2.2703 2.0338 2.5074
H -4.0115 2.1980 2.6393
H -4.1936 0.9556 0.7149
H -3.9219 2.5303 -0.0015
H -2.5661 0.7357 -1.0496
H -1.5840 2.0863 -0.5384
H -1.2390 0.4932 1.7100
H -0.2805 0.4483 0.2365
H -1.9746 -1.6753 1.3960
H -2.4438 -1.4246 -0.3441
H 1.9113 -3.3526 -3.4802
H 3.0682 -3.3697 -2.1725
H 2.8616 -0.8527 -0.7980
H 3.6701 1.3988 -1.2575
H 3.8595 2.1642 -3.5808
H 3.2428 0.6181 -5.4346
H 2.4693 -1.6552 -4.9700
K -2.8180 -1.1045 2.6402
*
```

Results of the Mulliken charge analysis, in e, for atoms 1 through 8: number 1, C, carries -0.739; number 2, O, carries -0.355; number 3, C, carries -0.799; number 4, C, carries -0.421; number 5, C, carries -0.861; number 6, C, carries -0.902; number 7, C, carries -0.662; number 8, C, carries -1.311

***

Formula: C16H22BFN
Source: OMol25
Level of theory: ωB97M-V with the def2-TZVPD basis set

Properties
LUMO energy in hartree: -0.1796
Calculated total energy in Eh: -802.04876
HOMO-LUMO gap in eV: 6.2
ΔE to the lowest compared entry with this formula, charge and spin in kJ/mol: 49.84
F_max in eV/A: 1.31
HOMO energy in eV: -11.1

ORCA input file:
```
! wB97M-V def2-TZVPD RIJCOSX def2/J DEFGRID3
* xyz 1 1
F 3.0574 4.0369 0.8691
C 2.7152 2.7608 1.2355
C 3.6907 1.8350 1.5910
C 3.2897 0.5174 1.8204
C 1.9410 0.1388 1.7137
C 1.0042 1.1090 1.2962
C -0.3749 0.8841 0.7309
C -1.6180 1.5029 1.3686
C -2.8575 1.0522 0.8747
C -4.0364 1.7695 1.0423
C -3.9995 2.9285 1.8295
C -2.8076 3.3238 2.4507
C -1.6299 2.5871 2.2692
C 1.3933 2.4128 1.0709
H 4.7156 2.1740 1.6915
H 4.0405 -0.2217 2.0979
H 1.6306 -0.8869 1.9517
H -0.5414 -0.1768 0.5099
H -2.8551 0.1058 0.3258
H -4.9441 1.4276 0.5241
H -4.9234 3.4859 1.9821
H -2.8095 4.2508 3.0277
H -0.7465 2.8708 2.8462
H 0.6452 3.0834 0.6368
C 0.1258 -4.1635 -2.6501
N 0.3055 -2.7350 -2.2096
C 1.3076 -2.6739 -1.0974
C 0.8287 -1.9271 -3.3560
B -1.0624 -2.2546 -1.6973
H -0.3861 1.4970 -0.1697
H 1.0802 -4.5570 -3.0300
H -0.2382 -4.7739 -1.8109
H -0.6130 -4.1937 -3.4556
H 2.2154 -3.1963 -1.4032
H 1.5561 -1.6331 -0.8848
H 0.8991 -3.1384 -0.1941
H 1.7008 -2.4505 -3.7559
H 0.0396 -1.8504 -4.1100
H 1.1108 -0.9376 -2.9817
H -1.5771 -1.4468 -2.3848
H -1.2724 -2.5368 -0.5651
*
```

Results of the natural (NBO) charge analysis, in e, for atoms 1 through 8: number 1, F, carries -0.323; number 2, C, carries 0.423; number 3, C, carries -0.289; number 4, C, carries -0.182; number 5, C, carries -0.261; number 6, C, carries 0.004; number 7, C, carries -0.451; number 8, C, carries 0.077

***

Formula: C16H22BiN4O2S4
Source: OMol25
Level of theory: ωB97M-V with the def2-TZVPD basis set

Properties
LUMO energy in hartree: -0.1371
Calculated total energy in Eh: -2799.23978
HOMO-LUMO gap in eV: 7.1
F_max in eV/A: 7.25
HOMO energy in eV: -10.8

ORCA input file:
```
! wB97M-V def2-TZVPD RIJCOSX def2/J DEFGRID3
* xyz 1 1
Bi 0.0000 0.0000 0.0000
C 2.4017 -0.7366 4.1229
C 0.9133 -0.3883 4.1488
S 0.0736 0.0000 2.5748
C 1.0006 1.4630 1.9680
C 2.4034 1.2885 1.3595
S 2.5474 0.0000 0.0736
C 4.0349 -0.9242 0.6114
C 4.2616 -1.2596 2.0908
S 2.8645 -2.0615 2.9497
H 2.6861 -1.0937 5.1196
H 2.9899 0.1684 3.9633
H 0.7544 0.4572 4.8276
H 0.3643 -1.2312 4.5852
H 1.0498 2.1931 2.7838
H 0.3574 1.9149 1.2031
H 3.1469 1.1575 2.1419
H 2.6738 2.2338 0.8737
H 4.9037 -0.3629 0.2488
H 4.0258 -1.8600 0.0399
H 4.6044 -0.3772 2.6389
H 5.0976 -1.9672 2.1448
N -1.9661 -1.9914 6.6619
C -2.0122 -2.0692 5.2591
C -3.2063 -1.8024 4.5789
C -3.2938 -1.9794 3.1955
C -2.1869 -2.4535 2.4950
C -1.0151 -2.8008 3.1681
C -0.9409 -2.6271 4.5523
S -2.2903 -2.7163 0.6999
O -3.7088 -3.0076 0.4845
O -1.4411 -3.9008 0.5346
N -1.6857 -1.4192 0.0000
C -2.2990 -0.0133 0.2001
N -3.5889 -0.0960 0.5430
C -4.2899 1.0487 0.6940
C -3.8052 2.3340 0.5353
C -2.4856 2.4684 0.1884
N -1.6853 1.4187 0.0000
H -2.6019 -1.2906 7.0278
H -1.0200 -1.8750 7.0092
H -4.0811 -1.4504 5.1156
H -4.2135 -1.7550 2.6625
H -0.1771 -3.2196 2.6186
H -0.0360 -2.9300 5.0691
H -5.3307 0.8871 0.9621
H -4.4439 3.1937 0.6757
H -2.0280 3.4390 0.0433
H 0.0000 0.0000 -1.8659
*
```

Results of the natural (NBO) charge analysis, in e, for atoms 1 through 8: number 1, Bi, carries 1.478; number 2, C, carries -0.542; number 3, C, carries -0.546; number 4, S, carries 0.207; number 5, C, carries -0.587; number 6, C, carries -0.561; number 7, S, carries 0.228; number 8, C, carries -0.518

***

Formula: C16H22BrN5O2
Source: OMol25
Level of theory: ωB97M-V with the def2-TZVPD basis set

Properties
LUMO energy in hartree: -0.0049
Calculated total energy in Eh: -3621.06534
HOMO-LUMO gap in eV: 9.0
SMILES string: Cc1nn(Cc2noc(C(=O)N[C@H]3CC[C@@H](C)CC3)n2)c(C)c1Br
ΔE to the lowest compared entry with this formula, charge and spin in kJ/mol: 259.51
F_max in eV/A: 4.28
HOMO energy in eV: -9.1

ORCA input file:
```
! wB97M-V def2-TZVPD RIJCOSX def2/J DEFGRID3
* xyz 0 1
O -0.3572 4.3516 1.5614
Br -1.8446 -3.8980 4.8637
N -2.0726 1.3062 0.9888
N -2.2172 -2.3236 1.0404
N -3.6676 1.7758 2.3319
O -2.6999 2.8142 2.4763
C -0.5026 3.2172 1.2022
C -1.8116 2.4743 1.5732
C -1.7675 -3.2201 1.9031
C -3.1961 0.8878 1.5001
C -2.1993 -2.9460 3.2195
C -2.8978 -1.7684 3.1656
N -3.0243 -1.5516 1.7784
N 0.4730 2.4519 0.5925
C -0.8112 -4.2405 1.5561
C -3.3980 -0.9927 4.4216
C -3.7543 -0.4491 1.2027
C 0.2087 -0.1260 -3.1142
C 0.6358 3.4497 -1.8448
C 2.4094 2.1159 -0.7452
C -0.0014 2.1957 -2.4036
C 1.9133 0.7506 -1.3663
C 1.2888 3.1570 -0.4558
C 0.9749 1.0201 -2.5498
H 0.2315 1.5007 0.3744
H -1.1000 -5.2352 1.9063
H 0.2036 -3.9700 1.9684
H -0.6981 -4.2819 0.4103
H -4.4247 -1.0157 4.6216
H -3.0911 0.0658 4.3813
H -2.8635 -1.3534 5.3527
H -3.8561 -0.5713 0.0645
H -4.7632 -0.5947 1.5377
H 0.9467 -0.8750 -3.4622
H -0.4534 -0.5429 -2.3469
H -0.3518 0.1730 -3.9348
H -0.1445 4.1973 -1.7775
H 1.4395 3.7255 -2.6485
H 2.9084 1.7810 0.1235
H 3.2272 2.4697 -1.4246
H -0.7543 1.8165 -1.6797
H -0.6157 2.3742 -3.2805
H 1.2099 0.1229 -0.7290
H 2.7816 0.1871 -1.7865
H 1.6683 4.0588 -0.1347
H 1.6354 1.2212 -3.3141
*
```

Results of the natural (NBO) charge analysis, in e, for atoms 1 through 8: number 1, O, carries -0.547; number 2, Br, carries 0.051; number 3, N, carries -0.506; number 4, N, carries -0.243; number 5, N, carries -0.139; number 6, O, carries -0.237; number 7, C, carries 0.634; number 8, C, carries 0.446

***

Formula: C16H22F2N4O3S
Source: OMol25
Level of theory: ωB97M-V with the def2-TZVPD basis set

Properties
LUMO energy in hartree: -0.2869
Calculated total energy in Eh: -1664.96214
HOMO-LUMO gap in eV: 6.5
ΔE to the lowest compared entry with this formula, charge and spin in kJ/mol: 0.00
F_max in eV/A: 0.68
HOMO energy in eV: -14.3

ORCA input file:
```
! wB97M-V def2-TZVPD RIJCOSX def2/J DEFGRID3
* xyz 2 1
C 0.2234 -2.6784 -3.5181
C 1.0393 -1.5510 -4.1595
N 1.6446 -0.6559 -3.1436
N 3.0413 -0.4583 -3.1739
C 3.7493 -1.6384 -2.7068
C 3.3491 -1.9389 -1.2805
O 3.2496 -2.9960 -0.7785
F 3.1103 -0.7985 -0.5627
S 3.6472 0.2969 -4.5254
O 4.9182 0.8160 -4.2096
O 2.5963 1.0818 -5.0569
F 3.8775 -0.8918 -5.5208
H 0.5689 -2.8515 -2.4982
H -0.8337 -2.4186 -3.4699
H 0.3236 -3.6059 -4.0776
H 1.8251 -1.9656 -4.7877
H 0.3900 -0.9421 -4.7881
H 1.2037 0.2496 -3.1539
H 4.8215 -1.4249 -2.7060
H 3.5646 -2.5271 -3.3111
C -4.2686 -1.0219 6.1529
N -3.4863 -0.4087 5.0501
C -2.4554 -1.0950 4.5278
C -1.7130 -0.5767 3.4931
C -2.0402 0.6751 2.9757
C -3.1066 1.3692 3.5371
C -3.8118 0.8031 4.5771
C -1.2670 1.2548 1.8437
C -1.9067 1.6468 0.6720
C -1.1654 2.1864 -0.3570
N 0.1604 2.3442 -0.2384
C 0.8004 1.9687 0.8820
C 0.1128 1.4178 1.9373
C 0.9635 2.9317 -1.3401
H -3.5950 -1.2575 6.9725
H -4.7461 -1.9253 5.7820
H -5.0213 -0.3152 6.4852
H -2.2511 -2.0643 4.9610
H -0.8955 -1.1604 3.0924
H -3.3911 2.3519 3.1875
H -4.6446 1.3034 5.0499
H -2.9727 1.5246 0.5393
H -1.6125 2.4997 -1.2894
H 1.8713 2.1177 0.8997
H 0.6605 1.1307 2.8242
H 1.7424 2.2163 -1.5970
H 1.4050 3.8630 -0.9946
H 0.3250 3.1187 -2.1971
*
```

Results of the natural (NBO) charge analysis, in e, for atoms 1 through 8: number 1, C, carries -0.625; number 2, C, carries -0.260; number 3, N, carries -0.470; number 4, N, carries -0.524; number 5, C, carries -0.366; number 6, C, carries 0.876; number 7, O, carries -0.486; number 8, F, carries -0.364

***

Q: Which of these has the highest calculated total energy?
A: C16H22BFN

***

Q: The highest F_max belongs to which entry?
A: C16H22BiN4O2S4